No. 1
Density functional theory data (the ωB97M-V functional and the def2-TZVPD basis) for a cluster of 2 separate species, C19H42BClN5O5 in total at a distorted geometry.

- total charge = +1
- HOMO (Ha) = -0.3507
- energy relative to the best compared isomer or geometry (same formula, charge and spin) (eV) = 9.7073
- energy (eV) = -51254.4707

Each line ends with the Mulliken charge.
Positions of all 73 atoms, in Å:
Cl 4.275 -0.638 0.472  0.06
O -0.342 -2.197 0.345  -0.48
O 4.120 7.610 -1.400  -0.55
O 5.095 3.099 -0.731  -0.31
O 6.446 5.127 -0.252  -0.38
O 1.877 -3.285 1.171  -0.51
N 3.082 0.181 -0.484  -0.01
N -0.760 1.585 -3.814  -0.55
N 1.293 3.212 -2.156  -0.72
N -4.175 -5.208 2.079  0.09
N 1.742 1.992 -1.675  0.55
C -4.666 -3.901 -0.064  -1.01
C -6.350 -6.359 1.384  -0.95
C 1.831 -2.106 -1.335  -0.78
C -3.252 -6.182 1.493  -0.35
C 1.072 0.698 -2.099  0.38
C 1.988 -0.455 -1.317  0.30
C 5.592 6.247 0.181  -0.36
C 3.899 2.715 0.035  -0.25
C 5.958 3.830 0.255  -0.30
C 4.287 6.255 -0.854  0.25
C -0.209 0.386 -3.073  -0.69
C -4.265 -3.910 1.406  -0.55
C -1.786 2.460 1.834  -1.07
C -0.335 2.556 1.008  0.22
C -1.821 -5.670 1.351  -1.30
C -0.663 3.409 -0.362  -0.72
C -5.458 -5.793 2.482  -0.67
C 0.651 4.069 -1.088  -0.17
C 2.883 1.681 -0.731  -0.13
B 1.103 -2.550 0.109  0.62
H -1.168 -6.480 1.010  0.46
H -5.808 -7.016 0.700  0.27
H 2.069 3.703 -2.651  0.29
H -5.740 -4.050 -0.192  0.31
H 3.459 7.498 -2.158  0.31
H 3.303 5.883 -0.340  -0.09
H -3.208 -7.064 2.143  0.44
H 0.442 3.074 1.725  0.19
H -7.157 -6.949 1.835  0.39
H 4.266 2.149 1.021  0.38
H 3.340 3.687 0.370  0.26
H 6.154 7.295 0.082  0.31
H 1.405 4.466 -0.264  -0.09
H 5.386 4.001 1.279  0.29
H -1.340 2.753 -1.058  0.18
H 0.070 -0.420 -3.906  0.37
H -1.810 1.528 2.549  0.31
H -2.009 3.452 2.450  0.31
H 0.263 5.052 -1.644  0.37
H -4.428 -2.925 -0.503  0.38
H 5.213 6.175 1.286  0.24
H -1.040 -0.112 -2.388  0.18
H -4.950 -3.256 1.962  0.34
H -6.830 -5.566 0.803  0.22
H -1.029 2.371 -3.182  0.24
H -3.293 -3.410 1.495  0.22
H -6.030 -5.054 3.057  0.34
H -4.135 -4.656 -0.651  0.24
H -1.344 4.327 -0.014  0.38
H -1.433 -5.309 2.310  0.30
H 4.506 5.531 -1.774  0.21
H -0.023 1.470 0.694  -0.09
H 2.782 -3.558 0.785  0.31
H -2.676 2.386 1.042  0.28
H -5.251 -6.600 3.197  0.40
H -0.431 -1.922 1.305  0.28
H -0.111 1.950 -4.544  0.30
H 2.851 -2.668 -1.467  0.37
H -1.747 -4.861 0.618  0.17
H 6.899 3.152 0.538  0.27
H 1.069 -2.351 -2.204  0.23
H -3.600 -6.531 0.515  0.25


No. 2
Density functional theory data (the ωB97M-V functional and the def2-TZVPD basis) for a cluster of 2 separate species, C5H10N in total.

- total charge = +1
- HOMO (Ha) = -0.5055
- energy relative to the best compared isomer or geometry (same formula, charge and spin) (eV) = 2.0841
- energy (eV) = -6828.1179

Each line ends with the Mulliken charge.
Positions of all 16 atoms, in Å:
N -0.770 0.724 -1.210  -0.02
C -2.278 -0.909 -2.078  -0.77
C -1.495 -0.492 -1.100  0.20
C 1.792 -0.836 2.290  -0.34
C -0.170 1.350 -0.276  -0.11
C 2.184 0.247 1.639  -0.82
H 1.385 -0.840 3.290  0.28
H 1.945 -1.800 1.826  0.25
H -0.829 1.155 -2.131  0.31
H -1.421 -1.018 -0.161  0.31
H -0.029 0.825 0.668  0.23
H 2.159 1.248 2.060  0.34
H -2.353 -0.442 -3.051  0.27
H 0.215 2.334 -0.506  0.31
H -2.908 -1.763 -1.888  0.25
H 2.572 0.217 0.628  0.32


No. 3
Density functional theory data (the ωB97M-V functional and the def2-TZVPD basis) for an isolated molecule of C8H9N3S2 at a distorted geometry.

- HOMO (spin up / spin down) (Ha) = -0.2701 / -0.2661
- SMILES = [H]/N=S1#S(=N\[H])/N=C(c2ccccc2)C\1
- energy relative to the best compared isomer or geometry (same formula, charge and spin) (eV) = 3.1194
- energy (eV) = -34577.9433

Each line ends with the Mulliken charge.
Positions of all 22 atoms, in Å:
S -1.434 -3.011 0.149  0.20
S -3.088 -1.158 0.294  0.17
N -3.161 -0.513 -1.156  -0.62
N -1.125 -3.200 1.727  -0.60
N -0.257 -1.866 -0.107  -0.49
C -1.607 -0.229 0.921  -1.16
C 2.603 2.144 -0.744  -0.14
C 0.697 1.581 0.544  -0.06
C 0.632 0.346 -0.086  0.42
C -0.392 -0.707 0.267  0.87
C 2.539 0.911 -1.404  -0.55
C 1.569 -0.005 -1.041  -0.33
C 1.726 2.507 0.239  -0.75
H 3.382 2.936 -1.005  0.26
H -3.994 -0.732 -1.850  0.23
H -1.573 -4.080 1.894  0.22
H 1.849 -0.997 -1.314  0.34
H -0.012 1.696 1.484  0.20
H 1.742 3.481 0.785  0.34
H -1.662 -0.447 1.908  0.56
H -1.739 0.811 0.613  0.55
H 3.305 0.535 -2.119  0.33


No. 4
Density functional theory data (the ωB97M-V functional and the def2-TZVPD basis) for an isolated molecule of C16H23NO4.

- HOMO (Ha) = -0.3151
- SMILES = CCCCCCOc1ccc([C@@H](CC(N)=O)C(=O)O)cc1
- energy relative to the best compared isomer or geometry (same formula, charge and spin) (eV) = 0.1154
- energy (eV) = -26646.6848

Each line ends with the Mulliken charge.
Positions of all 44 atoms, in Å:
O -3.078 1.810 0.044  -0.74
O 0.931 -2.758 -0.012  -0.43
O -2.302 2.848 -2.272  -0.51
O -1.965 2.024 -4.291  -0.61
N -3.978 -0.184 0.518  -0.35
C -3.670 0.809 -0.330  0.76
C 0.094 -1.895 -0.645  0.56
C 0.301 -0.530 -0.811  -0.46
C -4.099 0.614 -1.769  -1.17
C -0.632 0.243 -1.482  -0.42
C -1.786 -0.318 -2.007  -0.15
C -2.329 1.867 -3.158  0.03
C 1.803 -1.603 1.961  -0.26
C 2.781 1.433 2.125  -0.15
C 3.443 2.657 1.503  -1.43
C 3.060 -1.058 2.639  -0.90
C -2.860 0.502 -2.691  0.50
C 3.653 0.188 1.977  -0.47
C 2.100 -2.266 0.614  -0.69
C -1.062 -2.466 -1.184  -0.80
C -1.979 -1.689 -1.854  -0.50
H 3.838 -0.003 0.918  0.21
H -1.210 -3.528 -1.067  0.45
H -3.160 -0.019 -3.607  0.60
H 1.074 -0.803 1.822  0.29
H 4.623 0.390 2.439  0.43
H 2.723 -3.152 0.768  0.33
H 2.809 3.533 1.616  0.39
H -2.859 -2.155 -2.275  0.45
H 3.619 2.498 0.441  0.34
H 1.812 1.276 1.648  0.16
H -3.669 -0.114 1.474  0.24
H 3.817 -1.846 2.655  0.33
H -4.707 1.470 -2.074  0.40
H 1.342 -2.353 2.608  0.29
H -4.395 -1.044 0.211  0.20
H 4.399 2.859 1.981  0.34
H -0.436 1.298 -1.593  0.47
H 2.816 -0.814 3.676  0.37
H -2.576 2.577 -1.353  0.45
H -4.704 -0.288 -1.862  0.38
H 2.598 1.618 3.186  0.33
H 1.186 -0.047 -0.430  0.40
H 2.634 -1.585 -0.058  0.34


No. 5
Density functional theory data (the ωB97M-V functional and the def2-TZVPD basis) for an isolated molecule of C5H7NO2 at a distorted geometry.

- HOMO (Ha) = -0.3533
- SMILES = O=C[C@H]1CCC(=O)N1
- energy relative to the best compared isomer or geometry (same formula, charge and spin) (eV) = 0.5566
- energy (eV) = -10883.0608

Each line ends with the Mulliken charge.
Positions of all 15 atoms, in Å:
O -0.574 2.568 1.296  -0.44
O 2.131 -1.420 1.227  -0.61
N 0.285 -0.067 1.182  -0.15
C 0.849 -1.129 -0.799  -0.32
C -0.484 -0.367 -0.933  -0.66
C 1.234 -0.891 0.638  0.25
C -0.784 0.301 0.426  0.15
C -0.817 1.821 0.395  -0.07
H -1.764 -0.054 0.747  0.23
H 0.726 -2.209 -1.153  0.22
H -0.354 0.521 -1.593  0.19
H -1.284 -0.921 -1.408  0.44
H 1.616 -0.724 -1.492  0.22
H -1.341 2.154 -0.560  0.27
H 0.561 0.417 2.028  0.26


No. 6
Density functional theory data (the ωB97M-V functional and the def2-TZVPD basis) for a structure of composition C45H51EuN4O4PS at a distorted geometry.

- total charge = +1
- HOMO (spin up / spin down) (Ha) = -0.3720 / -0.3721
- 2S+1 = 7
- energy relative to the best compared isomer or geometry (same formula, charge and spin) (eV) = 0.6389
- energy (eV) = -101095.3249

Each line ends with the Mulliken charge.
Positions of all 107 atoms, in Å:
Eu -0.577 -0.279 1.106  -0.31
S 0.866 -0.479 3.625  1.27
P 0.036 0.663 -2.976  2.12
O -1.321 0.570 -0.847  1.18
O 0.198 -0.856 4.837  -0.71
O 0.267 0.710 2.968  -0.52
O -2.271 -1.256 -0.112  -0.38
N 0.605 2.144 0.414  0.21
N 0.840 -1.584 2.481  0.42
N -0.698 -2.973 1.578  0.23
N 1.181 -1.356 -0.553  0.09
C -3.093 -0.949 4.503  -1.91
C -2.285 -0.828 -2.466  -1.51
C -0.334 2.298 -3.728  0.42
C 2.636 -1.191 -0.363  -1.28
C 0.100 -2.726 2.634  0.21
C -1.417 -4.097 1.583  -0.42
C 2.439 -2.099 -4.720  -0.81
C 0.169 -3.586 3.739  -0.82
C 5.286 0.400 4.286  1.00
C -1.530 2.625 -4.358  -0.72
C 6.739 0.690 4.488  -1.54
C -4.566 0.210 1.151  -0.85
C -2.581 2.094 1.501  -0.41
C -4.155 -2.298 2.684  -1.66
C -2.774 -1.445 -5.115  -0.83
C 2.932 0.134 0.347  0.29
C 3.512 -1.125 3.699  -0.55
C 2.022 2.493 0.215  -1.26
C -1.687 -0.656 -4.785  0.03
C 4.857 -0.867 3.900  -0.92
C -2.759 1.085 2.460  -1.25
C -0.625 -4.713 3.739  -0.79
C -3.618 -1.932 -4.126  -0.86
C 0.407 4.577 -4.017  -0.93
C -4.092 -0.917 3.348  0.86
C 1.247 -0.080 -4.150  0.76
C 2.207 0.664 -4.825  -0.54
C 3.400 -1.347 -5.376  -0.65
C -3.772 0.129 2.298  0.80
C 3.278 0.031 -5.433  -0.71
C -3.374 2.153 0.358  0.87
C -1.439 -0.320 -3.458  -0.40
C 2.731 1.369 -0.541  0.43
C -3.179 3.221 -0.672  -1.54
C 2.586 -0.118 3.904  0.34
C -1.754 3.917 -4.806  -0.81
C -3.362 -1.641 -2.799  -0.28
C 2.987 1.139 4.319  -0.46
C 0.623 3.296 -3.545  -0.30
C -4.365 1.189 0.199  -0.81
C -0.788 4.894 -4.642  -0.72
C -1.974 -0.498 -1.062  1.70
C -1.428 -4.988 2.635  -0.66
C 1.379 -1.470 -4.098  -0.57
C 4.335 1.396 4.504  -0.92
H 2.108 1.104 -1.404  -0.60
H -1.022 -0.292 -5.556  0.58
H 2.239 1.898 4.491  0.58
H 6.958 0.719 5.554  0.32
H -2.081 -1.161 4.146  0.51
H 6.999 1.662 4.076  0.39
H -0.615 -5.387 4.583  0.45
H 0.932 -0.959 -1.467  -0.92
H 1.164 5.336 -3.888  0.45
H 4.017 0.619 -5.954  0.44
H 0.626 -2.060 -3.585  0.37
H -5.038 -2.400 2.059  0.42
H 2.516 -3.175 -4.688  0.43
H -2.690 4.159 -5.284  0.45
H 4.655 2.375 4.830  0.43
H -1.895 2.908 1.714  0.70
H -2.036 -5.878 2.602  0.47
H -2.969 -1.677 -6.150  0.46
H 3.690 1.733 -0.915  0.61
H -3.369 -1.731 5.209  0.47
H 5.580 -1.656 3.753  0.37
H -5.379 -0.486 1.016  0.46
H 4.236 -1.842 -5.844  0.42
H 0.815 -3.332 4.565  0.54
H -4.472 -2.538 -4.390  0.46
H -4.187 -3.080 3.439  0.50
H -4.134 3.547 -1.079  0.50
H -2.665 4.083 -0.255  0.35
H 2.121 3.432 -0.351  0.53
H 2.493 2.634 1.193  0.43
H -3.269 -2.439 2.061  0.38
H 3.162 -1.236 -1.327  0.35
H 1.552 3.066 -3.040  0.47
H -5.002 1.224 -0.672  0.47
H 0.965 -2.356 -0.591  0.30
H -3.079 -0.010 5.052  0.37
H 3.950 0.117 0.738  0.59
H 7.363 -0.073 4.030  0.37
H -3.986 -2.025 -2.007  0.57
H 3.174 -2.097 3.373  0.35
H -2.013 -4.264 0.697  0.31
H -2.220 1.171 3.400  0.52
H -5.081 -0.681 3.765  0.41
H 0.212 2.816 1.073  0.24
H -0.967 5.899 -4.992  0.42
H 2.994 -2.006 0.271  0.55
H 2.247 0.195 1.203  -0.61
H -2.582 2.830 -1.497  0.15
H 2.106 1.737 -4.897  0.45
H -2.290 1.874 -4.506  0.39
H 0.125 2.285 -0.480  -0.23


No. 7
Density functional theory data (the ωB97M-V functional and the def2-TZVPD basis) for a structure of composition C10H9N2 at a distorted geometry.

- total charge = +1
- HOMO (spin up / spin down) (Ha) = -0.4735 / -0.4735
- energy relative to the best compared isomer or geometry (same formula, charge and spin) (eV) = 6.1011
- energy (eV) = -13484.0108

Each line ends with the Mulliken charge.
Positions of all 21 atoms, in Å:
N -1.352 0.226 1.015  -0.47
N -2.074 -0.982 -0.762  -0.60
C 1.613 1.425 -0.596  -0.95
C 2.232 1.088 0.618  -0.14
C 0.375 -0.795 -0.357  0.71
C -0.590 0.905 -1.774  -0.94
C -2.548 -0.176 1.291  -0.24
C -3.042 -0.839 0.100  -0.16
C 2.052 -0.179 1.325  -0.47
C -1.011 -0.408 -0.113  0.92
C 1.200 -1.058 0.819  -0.86
C 0.502 0.586 -0.957  0.56
H 2.664 -0.473 2.098  0.49
H -3.003 0.223 2.188  0.42
H 1.048 -1.981 1.257  0.50
H 2.938 1.685 1.201  0.38
H 0.472 -1.571 -1.276  0.36
H 1.839 2.384 -1.036  0.42
H -1.156 0.184 -2.331  0.42
H -0.601 2.040 -1.982  0.32
H -4.083 -1.288 -0.152  0.36


No. 8
Density functional theory data (the ωB97M-V functional and the def2-TZVPD basis) for a structure of composition C5H9N3 at a distorted geometry.

- HOMO (Ha) = -0.3344
- energy relative to the best compared isomer or geometry (same formula, charge and spin) (eV) = 5.1388
- energy (eV) = -9796.3281

Each line ends with the Mulliken charge.
Positions of all 17 atoms, in Å:
N -0.489 1.184 0.045  -0.57
N -3.059 0.322 0.191  -0.59
N -0.849 -0.178 -0.635  -0.15
C 0.372 -0.835 -0.318  -0.04
C 1.559 0.092 -0.776  -0.80
C 0.793 -0.519 1.160  -0.62
C 0.944 0.873 0.412  -0.33
C -2.193 -0.534 -0.151  -0.09
H 2.644 -0.321 -0.579  0.26
H 1.818 -0.860 1.478  0.29
H -0.022 -0.829 1.868  0.29
H 0.479 -1.840 -0.871  0.41
H -0.083 1.526 -0.871  0.31
H 1.779 0.472 -1.829  0.27
H 1.267 1.721 0.930  0.55
H -2.484 -1.520 0.051  0.44
H -2.474 1.245 -0.106  0.37